# 1
{"formula": "CH5BS2", "method": "wB97M-V/def2-TZVPD", "symbols": ["B", "C", "S", "S", "H", "H", "H", "H", "H"], "xyz": [[-0.424, -0.358, 0.261], [0.840, 1.396, -1.144], [-1.850, -1.185, -0.316], [0.585, -0.836, 1.707], [0.966, 2.224, -0.456], [0.441, 1.720, -2.038], [1.652, 0.807, -1.154], [-2.005, -1.989, 0.849], [-0.204, -1.778, 2.290]], "homo_lumo_gap_ev": [8.6924, 8.6927], "lumo_ev": [-0.07, -0.07], "e_homo_ev": [-8.8, -8.8], "energy_ev": -23462.8192, "de_lowest_kj_mol": 364.08}

***

# 2
{"formula": "C4H7Cl4OPS", "method": "wB97M-V/def2-TZVPD", "symbols": ["C", "C", "C", "C", "O", "P", "S", "Cl", "Cl", "Cl", "Cl", "H", "H", "H", "H", "H", "H", "H"], "xyz": [[-0.295, 1.042, 1.270], [0.634, 0.935, 0.126], [-1.678, 1.534, 0.737], [1.832, 0.002, 0.185], [-2.332, 0.481, 0.099], [-0.802, -3.310, -1.004], [0.179, -2.706, -2.803], [2.605, -0.089, -1.365], [2.975, 0.832, 1.411], [1.555, -1.685, 0.782], [-2.213, -1.859, -0.851], [-0.531, 0.046, 1.777], [0.248, 1.739, 2.060], [-0.008, 0.622, -0.789], [0.827, 1.972, -0.130], [-1.617, 2.360, -0.100], [-2.436, 1.854, 1.435], [1.056, -3.770, -2.839]], "homo_lumo_gap_ev": [7.9701, 8.2288], "s2": 2.0070, "lumo_ev": [0.50, -1.67], "e_homo_ev": [-7.5, -9.9], "energy_ev": -76519.6590, "multiplicity": 3}

***

# 3
{"formula": "C3H5FO", "method": "wB97M-V/def2-TZVPD", "symbols": ["C", "C", "C", "O", "F", "H", "H", "H", "H", "H"], "xyz": [[1.601, 0.631, 0.469], [0.468, -0.007, 0.612], [-1.721, -0.389, -0.766], [-2.247, 0.808, -1.009], [-2.299, -1.144, 0.187], [2.497, 0.513, 1.096], [1.832, 1.319, -0.401], [0.174, -0.836, 1.235], [-1.722, -1.029, -1.638], [-2.504, 1.296, -0.101]], "homo_lumo_gap_ev": [9.3399, 8.4919], "lumo_ev": [0.82, 0.34], "e_homo_ev": [-8.5, -8.2], "energy_ev": -7951.9307, "de_lowest_kj_mol": 441.73}

***

# 4
{"formula": "C42H111N9O12", "method": "wB97M-V/def2-TZVPD", "symbols": ["C", "C", "C", "O", "C", "N", "H", "H", "H", "H", "H", "H", "H", "H", "H", "H", "H", "C", "C", "C", "O", "C", "N", "H", "H", "H", "H", "H", "H", "H", "H", "H", "H", "H", "C", "C", "C", "O", "C", "N", "H", "H", "H", "H", "H", "H", "H", "H", "H", "H", "H", "C", "C", "C", "O", "C", "N", "H", "H", "H", "H", "H", "H", "H", "H", "H", "H", "H", "C", "C", "C", "O", "C", "N", "H", "H", "H", "H", "H", "H", "H", "H", "H", "H", "H", "C", "C", "C", "O", "C", "N", "H", "H", "H", "H", "H", "H", "H", "H", "H", "H", "H", "C", "O", "C", "C", "N", "C", "C", "O", "C", "H", "H", "H", "H", "H", "H", "H", "H", "H", "H", "H", "H", "H", "H", "H", "C", "O", "C", "C", "N", "C", "C", "O", "C", "H", "H", "H", "H", "H", "H", "H", "H", "H", "H", "H", "H", "H", "H", "H", "C", "O", "C", "C", "N", "C", "C", "O", "C", "H", "H", "H", "H", "H", "H", "H", "H", "H", "H", "H", "H", "H", "H", "H"], "xyz": [[-6.157, -5.101, 2.738], [-5.067, -4.514, 1.840], [-4.025, -3.865, 2.752], [-4.570, -2.648, 3.311], [-3.632, -1.784, 3.821], [-4.384, -5.544, 1.089], [-6.561, -4.461, 3.466], [-5.636, -5.884, 3.338], [-6.905, -5.534, 2.077], [-5.316, -3.683, 1.141], [-3.128, -3.624, 2.166], [-3.639, -4.629, 3.463], [-3.116, -2.290, 4.645], [-4.037, -0.878, 4.267], [-2.901, -1.513, 3.027], [-4.515, -5.414, 0.093], [-4.719, -6.488, 1.230], [3.587, 2.245, 3.278], [2.599, 1.438, 4.142], [2.808, 1.648, 5.661], [2.243, 2.899, 5.964], [2.171, 3.058, 7.399], [1.196, 1.625, 3.739], [3.456, 3.297, 3.439], [3.486, 2.122, 2.172], [4.615, 1.953, 3.467], [2.847, 0.391, 3.961], [3.855, 1.660, 5.925], [2.391, 0.746, 6.223], [1.491, 3.939, 7.657], [3.155, 3.128, 7.822], [1.770, 2.205, 7.912], [0.934, 2.604, 3.779], [0.590, 1.172, 4.419], [-2.403, 4.484, -1.854], [-3.411, 4.689, -0.800], [-2.703, 4.833, 0.551], [-2.006, 3.592, 0.962], [-1.679, 3.648, 2.285], [-4.208, 5.890, -1.020], [-1.580, 5.239, -1.742], [-2.907, 4.510, -2.844], [-2.023, 3.493, -1.787], [-3.992, 3.798, -0.673], [-3.491, 5.104, 1.304], [-1.934, 5.654, 0.483], [-1.206, 2.706, 2.629], [-2.549, 3.819, 2.946], [-0.978, 4.471, 2.408], [-5.001, 5.940, -0.378], [-3.708, 6.747, -0.963], [3.746, 5.903, -1.968], [3.511, 4.476, -1.461], [2.135, 4.347, -0.736], [2.255, 5.128, 0.457], [1.193, 4.881, 1.303], [3.499, 3.581, -2.552], [3.843, 6.687, -1.186], [2.809, 6.162, -2.597], [4.593, 6.128, -2.604], [4.354, 4.175, -0.791], [2.081, 3.257, -0.478], [1.353, 4.705, -1.432], [0.214, 5.054, 0.855], [1.275, 5.445, 2.214], [1.147, 3.788, 1.494], [2.579, 3.377, -2.888], [3.971, 2.721, -2.248], [4.920, -0.349, 0.606], [4.575, 0.451, -0.640], [5.865, 0.783, -1.396], [6.953, 1.062, -0.569], [6.917, 2.353, 0.071], [3.617, -0.201, -1.537], [5.487, -1.212, 0.275], [3.954, -0.512, 1.103], [5.605, 0.118, 1.356], [4.037, 1.346, -0.287], [5.873, 1.600, -2.166], [6.126, -0.137, -1.925], [7.888, 2.391, 0.551], [6.118, 2.336, 0.816], [6.775, 3.224, -0.584], [2.673, -0.140, -1.076], [4.007, -1.127, -1.697], [-0.489, 0.926, -0.633], [-0.169, -0.136, 0.293], [-0.137, -1.532, -0.300], [-1.399, -2.073, -0.517], [-1.317, -3.312, -1.200], [1.192, 0.151, 0.762], [-0.550, 1.861, -0.066], [-1.443, 0.720, -1.133], [0.296, 1.134, -1.393], [-0.888, -0.097, 1.171], [0.447, -2.088, 0.399], [0.342, -1.524, -1.327], [-0.954, -4.096, -0.446], [-0.758, -3.207, -2.130], [-2.356, -3.469, -1.492], [1.469, -0.418, 1.581], [1.214, 1.043, 1.234], [-0.712, 2.562, -4.275], [0.060, 1.404, -4.611], [1.341, 1.786, -5.117], [2.187, 0.622, -5.644], [2.499, -0.310, -4.624], [1.405, -1.234, -4.450], [1.825, -2.723, -4.823], [0.980, -3.653, -4.135], [-0.206, -3.907, -4.808], [-0.941, 3.162, -5.210], [-0.234, 3.272, -3.610], [-1.698, 2.231, -3.884], [1.863, 2.317, -4.258], [1.231, 2.505, -5.907], [3.097, 1.097, -6.059], [1.715, 0.160, -6.483], [2.747, 0.054, -3.727], [0.562, -0.984, -5.115], [0.979, -1.218, -3.457], [2.867, -2.910, -4.610], [1.717, -2.847, -5.889], [-0.952, -4.310, -4.048], [-0.118, -4.663, -5.604], [-0.538, -3.020, -5.305], [-4.755, 2.224, 2.280], [-4.903, 1.673, 0.962], [-4.997, 0.241, 1.073], [-5.406, -0.297, -0.273], [-4.396, -0.019, -1.176], [-4.456, -1.062, -2.218], [-3.340, -0.771, -3.258], [-3.759, -1.546, -4.364], [-3.228, -1.153, -5.638], [-5.568, 1.881, 2.939], [-4.740, 3.299, 2.210], [-3.769, 1.891, 2.569], [-5.649, 0.074, 1.946], [-3.933, -0.121, 1.272], [-6.323, 0.170, -0.661], [-5.580, -1.347, -0.064], [-3.497, -0.159, -0.732], [-5.430, -0.942, -2.664], [-4.391, -2.134, -1.827], [-2.344, -1.056, -2.839], [-3.386, 0.336, -3.477], [-2.191, -1.450, -5.722], [-3.422, -0.094, -5.775], [-3.822, -1.615, -6.415], [0.620, -1.849, 3.818], [1.493, -2.307, 2.828], [2.368, -3.319, 3.370], [3.284, -3.832, 2.294], [2.512, -4.398, 1.186], [2.136, -5.812, 1.346], [1.296, -6.355, 0.241], [-0.064, -5.951, 0.397], [-0.943, -6.628, -0.601], [-0.149, -1.292, 3.299], [1.024, -1.123, 4.567], [0.029, -2.643, 4.338], [1.722, -4.072, 3.858], [2.897, -2.748, 4.132], [3.990, -4.584, 2.765], [3.900, -3.045, 1.878], [1.788, -3.762, 0.980], [1.516, -5.967, 2.248], [3.092, -6.333, 1.420], [1.368, -7.419, 0.281], [1.684, -6.059, -0.755], [-1.999, -6.304, -0.466], [-0.840, -7.652, -0.257], [-0.669, -6.538, -1.677]], "homo_lumo_gap_ev": 8.5245, "smiles": "COC[C@H](C)N.COC[C@H](C)N.COC[C@H](C)N.COC[C@H](C)N.COC[C@H](C)N.COC[C@H](C)N.COCCNCCOC.COCCNCCOC.COCCNCCOC", "lumo_ev": 0.41, "e_homo_ev": -8.1, "energy_ev": -83325.0233, "de_lowest_kj_mol": 244.58}